{
  "formula": "C23H30N4O2",
  "method": "the ωB97M-V functional and the def2-TZVPD basis",
  "elements": ["O", "C", "C", "N", "C", "C", "N", "C", "C", "C", "C", "C", "C", "C", "C", "C", "N", "C", "C", "C", "C", "N", "C", "C", "O", "C", "C", "C", "C", "H", "H", "H", "H", "H", "H", "H", "H", "H", "H", "H", "H", "H", "H", "H", "H", "H", "H", "H", "H", "H", "H", "H", "H", "H", "H", "H", "H", "H", "H"],
  "xyz": [[-1.58033, 1.90925, 0.26124], [-1.68427, 0.95932, -0.48012], [-2.80679, -0.06910, -0.33576], [-2.52988, -0.97752, 0.76074], [-3.66086, -1.84028, 1.04040], [-3.37254, -2.68376, 2.27751], [-2.19662, -3.49552, 2.03525], [-1.95264, -4.50224, 3.06074], [-1.68201, -3.94737, 4.43816], [-2.72736, -3.70265, 5.32077], [-2.48838, -3.13554, 6.55998], [-1.19769, -2.80390, 6.93457], [-0.14782, -3.05007, 6.06666], [-0.38940, -3.61765, 4.82812], [-1.06366, -2.62926, 1.77961], [-1.34520, -1.78347, 0.54163], [-0.84204, 0.68760, -1.51462], [0.28844, 1.39987, -1.94143], [0.78330, 2.51854, -1.27793], [1.89932, 3.17108, -1.75364], [2.56581, 2.75380, -2.91294], [3.72020, 3.41086, -3.32049], [4.51976, 2.90278, -4.41624], [4.03896, 3.46744, -5.75936], [4.07588, 4.87853, -5.74335], [3.29436, 5.39541, -4.68896], [3.76123, 4.86140, -3.32642], [2.06328, 1.62154, -3.56192], [0.95188, 0.95882, -3.08080], [-3.71751, 0.48074, -0.08518], [-2.97077, -0.60706, -1.29079], [-4.53993, -1.21793, 1.22227], [-3.87307, -2.51222, 0.18825], [-4.22207, -3.34328, 2.47053], [-3.23878, -2.01034, 3.14019], [-2.83461, -5.14923, 3.08754], [-1.09890, -5.09866, 2.72537], [-3.73688, -3.96577, 5.03757], [-3.31172, -2.95245, 7.23516], [-1.01026, -2.35930, 7.90086], [0.86274, -2.79929, 6.35500], [0.43615, -3.81384, 4.15843], [-0.18071, -3.24755, 1.59995], [-0.86038, -1.95287, 2.62628], [-0.49361, -1.12336, 0.36316], [-1.47047, -2.45390, -0.33045], [-1.04420, -0.13230, -2.07026], [0.29205, 2.86679, -0.38548], [2.27206, 4.01444, -1.19391], [4.51533, 1.81400, -4.41901], [5.54853, 3.24175, -4.24795], [4.69362, 3.15598, -6.57501], [3.01229, 3.12560, -5.96337], [3.39837, 6.48048, -4.73920], [2.23685, 5.12293, -4.83745], [3.12919, 5.27272, -2.54318], [4.79613, 5.17410, -3.15121], [2.52690, 1.24433, -4.45972], [0.58871, 0.08756, -3.60977]],
  "atomic_forces_ev_per_a": [[0.039, 0.171, 0.211], [-0.329, -0.278, -0.211], [-0.039, -0.011, 0.190], [-0.011, 0.061, -0.091], [-0.121, -0.047, 0.239], [-0.162, 0.085, -0.237], [-0.011, -0.018, -0.037], [-0.017, -0.006, -0.072], [-0.001, -0.060, -0.013], [0.054, -0.041, -0.018], [-0.083, 0.036, 0.080], [0.014, 0.034, 0.074], [0.108, 0.044, 0.039], [-0.053, -0.043, 0.004], [0.053, 0.092, -0.285], [0.238, -0.050, 0.250], [-0.030, -0.319, -0.345], [0.289, 0.177, -0.103], [-0.151, 0.002, 0.086], [0.077, -0.022, -0.228], [-0.261, -0.218, 0.210], [0.425, 0.069, 0.006], [-0.103, 0.061, -0.334], [0.124, -0.309, 0.129], [0.115, 0.048, -0.051], [-0.046, 0.114, 0.374], [-0.149, 0.277, -0.334], [0.145, 0.127, -0.049], [-0.177, 0.038, 0.245], [0.082, -0.007, -0.128], [0.000, 0.026, 0.077], [-0.004, -0.014, -0.032], [-0.025, 0.039, 0.042], [-0.015, 0.024, 0.042], [-0.072, -0.052, -0.031], [0.086, -0.033, 0.026], [-0.067, -0.036, 0.054], [-0.103, -0.031, -0.043], [-0.058, 0.013, 0.055], [0.015, 0.029, 0.073], [0.074, 0.017, 0.027], [0.079, -0.025, -0.081], [0.025, 0.027, 0.034], [0.054, -0.048, -0.059], [-0.007, -0.078, -0.019], [0.035, 0.048, 0.006], [-0.092, 0.137, 0.210], [-0.012, 0.012, 0.036], [0.051, 0.061, 0.056], [0.047, 0.001, 0.000], [-0.037, -0.085, -0.064], [-0.066, -0.061, 0.030], [0.084, 0.007, -0.014], [-0.076, -0.033, 0.043], [0.072, 0.050, 0.013], [0.069, 0.015, 0.013], [-0.082, 0.061, 0.033], [0.046, 0.008, -0.069], [-0.039, -0.082, -0.058]],
  "homo_energy_ev": -7.35,
  "total_energy_ha": -1263.92215,
  "de_lowest_kcal_mol": 55.03,
  "e_lumo_ev": 0.730,
  "smiles": "O=C(CN1CCN(Cc2ccccc2)CC1)Nc1ccc(N2CCOCC2)cc1",
  "homo_lumo_gap_ev": 8.079
}